ORCA calculation (ωB97M-V/def2-TZVPD) on a cluster of 11 separate species, C62H66F9I3N12O8S in total at a distorted geometry.

gap between HOMO and LUMO = 5.658 eV
strongest force on any atom = 7.450 eV Å⁻¹
SMILES = CCOCCOc1c(N=C=O)c2c(c(CC(=O)I)c1[C@H](I)[C@H](C)I)C(=O)N(S(=O)(=O)C(F)(F)C(F)(F)C(F)(F)C(F)(F)F)C2=O.c1cc[nH]c1.c1cc[nH]c1.c1cc[nH]c1.c1cc[nH]c1.c1cc[nH]c1.c1cc[nH]c1.c1cc[nH]c1.c1cc[nH]c1.c1cc[nH]c1.c1cc[nH]c1
DFT total energy = -5850.89447 Ha
E_LUMO = -2.1 eV
highest occupied orbital energy = -7.77 eV

Last column: Löwdin charge in e.
Positions of all 161 atoms, in Å:
C: -6.18215 3.83792 2.31747  -0.05
C: -5.54097 2.93810 3.46519  -0.25
O: -4.63368 1.94028 2.95350  -0.25
C: -3.44178 1.84594 3.74711  -0.20
C: -2.73490 0.46311 3.75487  -0.19
O: -2.14233 -0.03749 2.54251  -0.13
C: -2.15565 0.81465 1.46192  -0.13
C: -1.17273 1.94685 1.50569  -0.07
N: -0.29129 2.09287 2.68871  0.20
C: 0.86093 1.74597 2.33966  -0.24
O: 1.98485 1.50857 2.22487  0.21
C: -1.06582 2.93959 0.43681  0.03
C: -2.00208 2.68856 -0.70610  -0.03
C: -2.95301 1.58232 -0.85008  -0.09
C: -3.76790 1.53517 -2.17814  -0.11
C: -2.85214 1.47389 -3.49691  -0.80
O: -3.36074 1.71267 -4.55766  -0.03
I: -0.74231 0.99282 -3.51481  0.87
C: -3.06847 0.58328 0.28144  -0.06
C: -4.06521 -0.61590 0.14237  -0.67
I: -5.16516 -1.16321 1.92325  1.05
C: -3.32005 -1.96501 -0.34484  -0.78
C: -2.10876 -2.37938 0.58508  -0.17
I: -2.84369 -1.96813 -2.45984  1.01
C: -1.66631 3.88752 -1.63409  -0.38
O: -1.93082 4.14339 -2.76952  0.14
N: -0.83760 4.86470 -0.87287  -0.02
S: -1.70264 6.31076 -0.57580  0.82
O: -1.18875 7.30671 -1.52298  -0.26
O: -3.12232 6.12781 -0.91525  -0.26
C: -1.41111 7.03795 1.11466  -0.37
F: -0.06097 7.18317 1.38826  0.12
F: -1.89336 8.33694 1.04980  0.10
C: -2.18482 6.34912 2.30786  -0.26
F: -1.60296 5.17889 2.77221  0.12
F: -3.50095 6.02184 1.98842  0.11
C: -2.31016 7.31136 3.58896  -0.26
F: -1.15397 8.01409 3.84898  0.14
F: -3.35708 8.20511 3.46263  0.13
C: -2.62967 6.48112 4.92973  -0.40
F: -3.66283 5.60065 4.78435  0.15
F: -3.05600 7.43569 5.84782  0.12
F: -1.50225 5.92107 5.48692  0.12
C: -0.17696 4.20473 0.24389  -0.36
O: 0.80804 4.48005 0.85956  0.18
H: -7.27169 3.99298 2.54710  0.08
H: -5.98709 3.31794 1.34389  0.08
H: -5.70779 4.86272 2.37841  0.06
H: -5.04103 3.65930 4.18407  0.10
H: -6.32607 2.38795 4.07019  0.13
H: -3.75329 2.06084 4.82223  0.14
H: -2.78472 2.73224 3.46687  0.12
H: -1.92548 0.49873 4.55115  0.14
H: -3.47111 -0.31447 4.12872  0.09
H: -4.48256 0.68095 -2.27503  0.09
H: -4.31282 2.52647 -2.26775  0.15
H: -4.84618 -0.43007 -0.65357  0.06
H: -4.10052 -2.77412 -0.20502  0.05
H: -2.42194 -2.34804 1.67256  0.06
H: -1.16277 -1.80974 0.38774  0.08
H: -1.91308 -3.47972 0.37792  0.08
N: -6.76781 8.41916 -0.56557  0.01
C: -7.07467 9.42980 0.30454  -0.14
C: -5.90645 9.86557 0.87424  -0.10
C: -4.85245 9.09237 0.32295  -0.13
C: -5.41367 8.20940 -0.56488  -0.15
H: -7.43331 7.90965 -1.12086  0.14
H: -8.09531 9.74931 0.44334  0.11
H: -5.81763 10.65386 1.60572  0.09
H: -3.80479 9.17486 0.55038  0.08
H: -4.97190 7.45320 -1.19210  0.09
N: 0.08563 -5.22010 -1.80785  0.01
C: -0.87546 -4.85057 -2.71161  -0.18
C: -0.72849 -5.63451 -3.82765  -0.10
C: 0.35911 -6.51410 -3.58572  -0.14
C: 0.83865 -6.23637 -2.33065  -0.14
H: 0.21728 -4.80854 -0.89970  0.14
H: -1.57981 -4.06043 -2.48269  -0.08
H: -1.33522 -5.58319 -4.71874  0.10
H: 0.74610 -7.26615 -4.25647  0.09
H: 1.64870 -6.67177 -1.76699  0.11
N: -0.49183 -9.59412 -3.10098  0.01
C: -0.12263 -10.02776 -1.85772  -0.14
C: 0.04903 -11.38823 -1.91704  -0.14
C: -0.22165 -11.79008 -3.24951  -0.11
C: -0.54983 -10.66076 -3.95669  -0.13
H: -0.68945 -8.63676 -3.34838  0.10
H: -0.01554 -9.33305 -1.03965  0.10
H: 0.33825 -12.02390 -1.09416  0.09
H: -0.18002 -12.79299 -3.64566  0.09
H: -0.82002 -10.52470 -4.99194  0.11
N: -3.34131 0.14575 -7.02775  0.01
C: -4.30430 0.49382 -7.93397  -0.14
C: -4.13499 -0.28339 -9.05268  -0.12
C: -3.03001 -1.13741 -8.80912  -0.12
C: -2.56327 -0.85104 -7.55066  -0.14
H: -3.22351 0.55936 -6.11477  0.08
H: -5.02447 1.26360 -7.70625  0.11
H: -4.73891 -0.24321 -9.94602  0.09
H: -2.62293 -1.87851 -9.47968  0.09
H: -1.74565 -1.26886 -6.98416  0.10
N: 0.68249 7.18386 7.07041  0.01
C: 0.42134 8.18930 7.96177  -0.14
C: 1.61169 8.57828 8.52120  -0.11
C: 2.63132 7.78092 7.94123  -0.11
C: 2.02806 6.93246 7.04844  -0.14
H: -0.00746 6.70488 6.51694  0.10
H: -0.58652 8.53881 8.12117  0.10
H: 1.73664 9.35091 9.26389  0.09
H: 3.68823 7.82475 8.15392  0.09
H: 2.43825 6.17283 6.40192  0.10
N: 4.60462 -11.91764 -2.28897  -0.01
C: 3.40445 -12.24227 -1.71401  -0.13
C: 3.63467 -13.22242 -0.78251  -0.10
C: 5.02768 -13.49688 -0.79048  -0.11
C: 5.60004 -12.67605 -1.72648  -0.16
H: 4.73529 -11.22961 -3.01110  0.14
H: 2.49360 -11.74962 -2.01838  0.08
H: 2.88590 -13.69043 -0.16235  0.09
H: 5.55040 -14.21500 -0.17797  0.09
H: 6.62551 -12.56516 -2.04275  0.10
N: 6.49084 -9.56058 -0.35663  0.01
C: 6.21162 -8.52527 0.49356  -0.14
C: 7.39153 -8.11240 1.06040  -0.12
C: 8.42312 -8.92635 0.52752  -0.12
C: 7.83774 -9.80808 -0.34523  -0.15
H: 5.81189 -10.06302 -0.90556  0.11
H: 5.20022 -8.17381 0.62267  0.10
H: 7.50120 -7.31353 1.77751  0.09
H: 9.47603 -8.87167 0.75725  0.10
H: 8.26164 -10.58900 -0.95655  0.10
N: 9.58610 -7.39756 -2.47249  0.00
C: 10.29118 -6.42884 -1.81256  -0.15
C: 11.61668 -6.57637 -2.13397  -0.12
C: 11.71449 -7.67339 -3.02690  -0.12
C: 10.44551 -8.15746 -3.21879  -0.15
H: 8.59069 -7.53047 -2.41748  0.14
H: 9.79024 -5.72095 -1.17162  0.10
H: 12.42613 -5.96337 -1.76891  0.09
H: 12.61341 -8.06374 -3.47845  0.09
H: 10.08082 -8.97570 -3.81937  0.10
N: -2.49263 10.18908 -2.63103  0.02
C: -1.57696 11.13373 -3.00922  -0.14
C: -2.15435 12.36874 -2.85415  -0.12
C: -3.46732 12.16131 -2.35764  -0.11
C: -3.64541 10.80706 -2.22799  -0.14
H: -2.34078 9.19349 -2.64597  0.12
H: -0.59720 10.84600 -3.35614  0.10
H: -1.68530 13.31601 -3.07168  0.09
H: -4.19851 12.91900 -2.12127  0.09
H: -4.48860 10.23164 -1.88654  0.08
N: 5.34535 -0.13708 3.57721  0.00
C: 6.14486 -0.16357 4.68887  -0.15
C: 5.69269 0.79605 5.55729  -0.11
C: 4.57384 1.42252 4.94947  -0.11
C: 4.38162 0.82396 3.73003  -0.14
H: 5.44939 -0.73170 2.77343  0.14
H: 6.96462 -0.86024 4.76408  0.10
H: 6.11730 1.02281 6.52295  0.09
H: 3.97649 2.22194 5.36041  0.09
H: 3.64479 0.99958 2.95967  0.06